No. 1
15
Properties=species:S:1:pos:R:3:forces:R:3 method="wB97M-V/def2-TZVPD" gap_ev=11.338 de_lowest_kcal_mol=30.2 homo_energy_ha=-0.3818 e_tot_ev=-8293.6872 smiles=N#C[C@H](N)C1CC1 spin_multiplicity=1
N 1.4588 2.6274 0.4312 -0.276 -0.979 0.121
C 1.1545 1.5119 0.4717 0.378 1.000 -0.009
C 0.8111 0.0676 0.4035 -0.131 0.042 0.072
N 1.9405 -0.7521 0.0011 0.171 0.119 -0.048
C -0.3675 -0.0542 -0.5294 0.101 0.081 -0.086
C -1.6777 0.3923 0.0378 -0.108 0.088 0.016
C -1.4256 -1.0718 -0.2636 -0.025 -0.147 0.002
H 0.4854 -0.2608 1.3993 0.087 0.137 -0.123
H 2.7187 -0.5718 0.6292 -0.009 -0.146 -0.097
H 2.2442 -0.4581 -0.9235 0.025 -0.116 0.059
H -0.1582 0.1832 -1.5705 0.009 0.034 0.160
H -1.6509 0.7265 1.0758 -0.061 -0.249 -0.198
H -2.3300 1.0067 -0.5750 0.004 -0.352 -0.030
H -1.8798 -1.5367 -1.1354 -0.069 0.232 0.198
H -1.2588 -1.7714 0.5530 -0.097 0.255 -0.037

---

No. 2
15
Properties=species:S:1:pos:R:3:forces:R:3 method="wB97M-V/def2-TZVPD" gap_ev=8.824 de_lowest_kcal_mol=68.3 homo_energy_ha=-0.2904 e_tot_ev=-8292.0353 spin_multiplicity=1
C -1.8627 -1.0871 -0.0823 0.273 0.389 -0.115
N -0.9832 0.5043 -0.8148 0.206 -0.155 0.564
C -0.9551 0.6230 0.5987 0.081 0.079 0.003
C 0.3518 0.5345 1.0885 -0.048 -0.129 -0.309
C 1.1638 0.3102 -0.0465 -0.472 0.057 -0.045
N 2.5442 0.1274 -0.0476 0.007 0.203 -0.059
C 0.3054 0.2795 -1.1712 0.105 -0.165 0.255
H -2.5863 -1.0590 0.7388 0.257 0.035 -0.243
H -2.3586 -1.2330 -1.0413 0.177 -0.005 0.262
H -1.0230 -1.7574 0.0999 -0.168 0.125 -0.066
H -1.8095 1.0561 1.1134 0.177 -0.224 -0.196
H 0.6814 0.6221 2.1227 -0.155 -0.021 -0.350
H 3.0339 0.5573 0.7301 -0.190 -0.125 -0.248
H 3.0010 0.3237 -0.9314 -0.155 -0.067 0.247
H 0.5799 0.1147 -2.2116 -0.095 0.003 0.301

---

No. 3
15
Properties=species:S:1:pos:R:3:forces:R:3 method="wB97M-V/def2-TZVPD" gap_ev=9.184 de_lowest_kcal_mol=26.3 homo_energy_ha=-0.3037 e_tot_ev=-8293.8567 smiles="N#CCC/C=C/N" spin_multiplicity=1
N 0.4911 0.3259 2.4912 -0.912 -0.141 -0.591
C -0.3898 0.1233 1.7690 0.542 0.228 0.664
C -1.5141 -0.1439 0.8528 -0.015 -0.031 0.028
C -1.2931 0.4259 -0.5601 -0.014 -0.010 0.016
C 0.0778 0.1591 -1.1238 0.224 -0.008 0.108
C 1.0374 -0.5367 -0.5048 -0.257 0.005 -0.108
N 2.4013 -0.3627 -0.7617 0.067 0.023 0.044
H -1.6731 -1.2270 0.8035 0.113 0.126 0.091
H -2.4084 0.2900 1.3115 0.054 -0.088 -0.136
H -1.3912 1.5194 -0.5114 -0.069 -0.174 0.036
H -2.1174 0.0804 -1.1984 0.174 -0.015 0.078
H 0.3716 0.7618 -1.9815 -0.014 0.132 0.178
H 0.8182 -1.2708 0.2658 -0.016 0.162 -0.047
H 2.9800 -0.7714 -0.0405 -0.045 -0.052 -0.138
H 2.6098 0.6264 -0.8116 0.169 -0.158 -0.223

---

No. 4
15
Properties=species:S:1:pos:R:3:forces:R:3 method="wB97M-V/def2-TZVPD" gap_ev=10.015 de_lowest_kcal_mol=35.0 homo_energy_ha=-0.3291 e_tot_ev=-8293.4802 smiles=Cc1ccn(C)n1 spin_multiplicity=1
C -2.2138 -0.7018 0.1955 -0.358 0.055 0.063
C -0.9889 0.1315 0.0707 -0.232 -0.081 0.208
C -0.6930 1.4675 -0.2644 0.113 -0.056 0.078
C 0.6926 1.5354 -0.2965 0.159 -0.489 0.037
N 1.1537 0.2650 0.0449 -0.265 -0.742 -0.095
C 2.2334 -0.7837 0.0186 0.470 0.536 -0.034
N 0.1102 -0.5314 0.2808 -0.718 -0.232 0.042
H -2.4774 -1.1498 -0.7691 -0.094 0.178 0.123
H -3.0594 -0.1424 0.5859 -0.173 -0.043 -0.020
H -1.9605 -1.5214 0.8758 -0.251 0.155 -0.104
H -1.4245 2.2594 -0.3844 0.421 -0.024 -0.140
H 1.2732 2.4407 -0.4732 0.246 -0.721 0.042
H 3.2064 -0.4503 -0.3113 0.169 0.374 0.020
H 1.8861 -1.6239 -0.6084 0.225 0.753 0.041
H 2.2621 -1.1948 1.0350 0.289 0.336 -0.260

---

No. 5
15
Properties=species:S:1:pos:R:3:forces:R:3 method="wB97M-V/def2-TZVPD" gap_ev=9.887 de_lowest_kcal_mol=56.1 homo_energy_ha=-0.3612 e_tot_ev=-8292.5620 smiles="C=CC(=C)C#N.N" spin_multiplicity=1
C 0.5421 -1.4224 -1.8634 1.073 -0.991 1.749
C 0.9636 -1.1699 -0.6250 -0.756 1.551 1.243
C 1.2703 0.1911 -0.0428 0.234 -0.504 -0.768
C 1.3452 0.2882 1.2789 -0.378 -0.548 0.338
C 1.4909 1.3775 -0.8465 -0.152 -2.358 1.417
N 1.8559 2.3453 -1.3038 0.416 2.076 -1.327
H 0.6790 -0.8198 -2.7091 -0.116 1.207 -0.789
H 0.2633 -2.4272 -2.0342 -0.429 -0.907 -0.451
H 0.8975 -1.8551 0.2608 -0.053 0.057 -1.476
H 1.0862 -0.6092 1.8136 0.260 -0.307 0.306
H 1.5043 1.1325 1.9150 0.179 0.670 -0.279
N -1.5743 1.0139 1.7390 -3.324 -1.921 -0.014
H -2.6042 0.7631 1.3274 3.421 0.717 1.321
H -1.1452 0.1124 2.0444 -0.741 0.957 -0.427
H -1.0307 1.3204 0.9671 0.367 0.300 -0.844

---

No. 6
15
Properties=species:S:1:pos:R:3:forces:R:3 method="wB97M-V/def2-TZVPD" gap_ev=10.706 de_lowest_kcal_mol=39.8 homo_energy_ha=-0.3591 e_tot_ev=-8293.2688 smiles=C[C@H]1CN1CC#N spin_multiplicity=1
C -1.7954 -0.9660 0.3066 -0.030 -0.052 0.066
C -0.6760 -0.1481 -0.2799 -0.086 -0.131 -0.188
C -0.5836 1.2916 0.0452 -0.154 0.188 0.071
N 0.3358 0.3224 0.6559 0.060 0.059 0.026
C 1.7008 0.4236 0.1508 0.279 0.022 -0.072
C 2.2410 -0.8238 -0.4319 0.155 -0.629 -0.315
N 2.6802 -1.7610 -0.9469 -0.440 0.833 0.539
H -2.0891 -0.5388 1.2708 0.051 -0.092 -0.126
H -1.4981 -2.0054 0.4710 -0.009 0.108 -0.068
H -2.6680 -0.9476 -0.3547 0.125 -0.037 0.064
H -0.2982 -0.4680 -1.2541 -0.151 0.128 0.123
H -0.1805 1.9696 -0.7061 -0.011 -0.102 0.145
H -1.3130 1.7370 0.7237 0.192 -0.131 -0.180
H 1.7940 1.1924 -0.6305 0.051 -0.130 0.054
H 2.3502 0.7219 0.9800 -0.032 -0.035 -0.140

---

No. 7
15
Properties=species:S:1:pos:R:3:forces:R:3 method="wB97M-V/def2-TZVPD" gap_ev=8.827 de_lowest_kcal_mol=97.4 homo_energy_ha=-0.3035 e_tot_ev=-8290.7732 spin_multiplicity=1
N 2.0678 -0.6292 -0.1317 0.159 0.143 -0.008
C 0.8203 -0.1222 0.3675 -0.036 0.164 0.181
C 0.6819 1.3701 0.5415 1.943 1.146 0.703
N 0.7448 2.5239 0.6501 0.090 -0.858 -0.091
C -0.4070 -0.2880 -0.5076 -0.028 1.030 0.155
C -1.3473 0.7994 -0.0135 -1.702 -2.054 -0.915
C -1.4477 -1.2677 -0.2738 -0.697 0.916 0.213
H 2.7888 -0.5689 0.5783 0.006 -0.039 -0.116
H 2.3774 -0.0903 -0.9342 0.006 -0.099 0.048
H 0.6205 -0.5849 1.3434 -0.012 0.134 -0.141
H -0.2214 -0.1458 -1.5755 0.288 0.110 0.197
H -1.6473 0.9466 1.0225 0.474 -0.611 -0.141
H -1.6189 1.6643 -0.6433 -0.410 -1.161 -0.131
H -1.9427 -1.7893 -1.0971 0.097 0.561 0.189
H -1.4691 -1.8182 0.6735 -0.177 0.619 -0.143

---

No. 8
15
Properties=species:S:1:pos:R:3:forces:R:3 method="wB97M-V/def2-TZVPD" gap_ev=9.244 de_lowest_kcal_mol=103.0 homo_energy_ha=-0.3331 e_tot_ev=-8290.5304 spin_multiplicity=1
C -2.0423 0.2869 -0.1580 -0.015 -0.105 0.026
C -0.8806 -0.3812 -0.8181 -0.079 0.300 0.045
C 0.3636 0.4178 -0.6071 0.036 -0.016 -0.144
C 0.3041 1.8845 -0.4321 -0.161 0.978 0.041
N 0.2173 3.0369 -0.3757 0.091 -1.120 -0.024
N 0.5974 -0.3115 0.6525 -0.065 -0.117 0.005
C 1.6980 -1.2660 0.5840 0.186 -0.134 -0.011
H -1.8332 1.0390 0.6196 0.035 -0.124 -0.148
H -2.4792 0.8401 -1.0080 0.025 -0.038 0.022
H -2.8074 -0.4169 0.1819 0.099 0.091 -0.133
H -0.2512 -0.8124 0.9281 0.038 0.208 0.259
H 1.1553 0.1894 -1.3277 -0.143 0.044 0.121
H 1.6313 -1.9319 -0.2861 0.023 0.072 0.122
H 1.6880 -1.8648 1.4986 0.033 0.063 -0.156
H 2.6390 -0.7098 0.5479 -0.103 -0.101 -0.027